A cluster of 2 separate species, C7H16Si in total. Source: the Open Molecules 2025 dataset; level of theory: wB97M-V/def2-TZVPD.

The HOMO-LUMO gap comes out at 10.39 eV. The value obtained for the HOMO energy is -9.40 eV. The energy comes out at -15394.995 eV. Its energy above the lowest of the compared OMol25 structures with the same formula, charge and spin is 2.049 eV.

Bonds (Å) are listed after each position.
Geometry (Å):
1 C 0.603 2.499 -0.356  C2 1.198, C3 1.450
2 C 1.094 2.953 0.638  C1 1.198, C4 1.448
3 C 0.021 1.960 -1.569  C1 1.450, H10 1.090, H11 1.089, H12 1.089
4 C 1.690 3.514 1.833  C2 1.448, H13 1.090, H14 1.089, H15 1.091
5 C -1.518 -0.531 0.596  Si8 1.904, H16 1.086, H17 1.086, H18 1.086
6 C -0.644 -3.539 0.753  Si8 1.904, H19 1.086, H20 1.085, H21 1.086
7 C 0.032 -1.886 -1.780  Si8 1.910, H22 1.087, H23 1.086, H24 1.085
8 Si -0.187 -1.804 0.115  C5 1.904, C6 1.904, C7 1.910, H9 1.476
9 H 1.086 -1.399 0.743  Si8 1.476
10 H -1.066 1.930 -1.488  C3 1.090
11 H 0.293 2.581 -2.422  C3 1.089
12 H 0.386 0.946 -1.731  C3 1.089
13 H 0.913 3.779 2.550  C4 1.090
14 H 2.364 2.793 2.295  C4 1.089
15 H 2.255 4.411 1.578  C4 1.091
16 H -1.123 0.478 0.529  C5 1.086
17 H -2.395 -0.588 -0.042  C5 1.086
18 H -1.849 -0.676 1.621  C5 1.086
19 H 0.178 -4.233 0.607  C6 1.086
20 H -0.870 -3.523 1.815  C6 1.085
21 H -1.510 -3.947 0.240  C6 1.086
22 H -0.793 -1.410 -2.305  C7 1.087
23 H 0.949 -1.394 -2.092  C7 1.086
24 H 0.090 -2.913 -2.127  C7 1.085

Let us look at the Löwdin charges, expressed in e, one per atom:
1. C -0.1112
2. C -0.1045
3. C -0.1085
4. C -0.1121
5. C -0.2149
6. C -0.2323
7. C -0.2290
8. Si 0.5606
9. H -0.0204
10. H 0.0781
11. H 0.0790
12. H 0.0532
13. H 0.0758
14. H 0.0756
15. H 0.0766
16. H -0.0086
17. H 0.0251
18. H 0.0193
19. H 0.0164
20. H 0.0151
21. H 0.0220
22. H 0.0197
23. H 0.0090
24. H 0.0159